No. 1
{"formula": "C26H65NO7", "method": "ωB97M-V/def2-TZVPD", "species": ["O", "O", "O", "O", "O", "O", "O", "N", "C", "C", "C", "C", "C", "C", "C", "C", "C", "C", "C", "C", "C", "C", "C", "C", "C", "C", "C", "C", "C", "C", "C", "C", "C", "C", "H", "H", "H", "H", "H", "H", "H", "H", "H", "H", "H", "H", "H", "H", "H", "H", "H", "H", "H", "H", "H", "H", "H", "H", "H", "H", "H", "H", "H", "H", "H", "H", "H", "H", "H", "H", "H", "H", "H", "H", "H", "H", "H", "H", "H", "H", "H", "H", "H", "H", "H", "H", "H", "H", "H", "H", "H", "H", "H", "H", "H", "H", "H", "H", "H"], "positions_angstrom": [[0.866, 0.087, -1.592], [1.196, 2.286, -3.436], [-3.641, 0.694, -6.421], [3.511, 3.859, -4.459], [-1.598, -4.511, -1.847], [0.260, -2.439, -0.525], [-5.122, 2.741, -4.346], [-0.850, 1.465, -1.564], [5.028, -1.545, -3.315], [5.875, -0.429, -1.206], [-2.349, -2.508, 2.085], [2.455, 3.810, 3.952], [1.024, 3.892, 3.413], [-3.639, -3.316, 2.349], [-2.416, 3.568, 5.327], [0.035, 3.355, 4.474], [1.490, 3.610, -3.071], [3.702, -0.828, 0.108], [0.208, 0.891, -0.918], [2.964, 4.000, -3.178], [-2.017, 4.390, 6.541], [-4.339, 1.586, -4.201], [0.432, 1.369, 0.457], [-3.413, -4.800, 2.183], [-0.222, -4.704, -1.620], [5.620, -1.760, -1.937], [-2.268, -1.012, 2.525], [-5.789, -5.894, 1.575], [-3.211, 1.277, -5.161], [-1.439, 3.633, 4.137], [-4.561, -5.740, 2.527], [4.725, 0.207, -0.410], [0.509, -3.377, -1.583], [4.800, -2.882, -4.022], [0.924, 4.295, -3.713], [0.073, -5.252, -0.715], [3.859, -3.334, -3.677], [0.242, -2.873, -2.520], [5.809, -1.008, -3.861], [-2.833, 4.566, 7.241], [1.256, 2.090, 0.448], [-4.428, -2.824, 1.770], [-1.086, 1.237, -2.514], [3.199, 4.093, 3.207], [0.707, 0.580, 1.156], [-5.519, -6.413, 0.659], [3.014, 5.026, -2.791], [-2.439, 0.614, -4.764], [-1.211, 2.324, -1.182], [2.942, -0.349, 0.728], [2.740, 2.796, 4.253], [-1.650, 5.385, 6.267], [-1.801, -3.639, -1.490], [-2.454, -1.039, 3.601], [-6.544, -6.466, 2.118], [0.863, 3.435, 2.441], [-4.019, -3.133, 3.362], [4.126, 0.925, -0.981], [0.787, 4.959, 3.471], [0.152, -1.584, -0.958], [6.341, 0.290, -1.881], [1.593, -3.527, -1.523], [6.625, -2.163, -2.104], [5.143, 0.821, 0.391], [4.164, -0.878, -3.265], [2.850, 4.030, -5.135], [-2.012, -2.685, 1.061], [6.636, -0.714, -0.470], [-2.952, -4.980, 1.205], [-1.508, -2.931, 2.646], [0.286, -5.226, -2.434], [-4.941, -5.518, 3.525], [1.159, 1.729, -2.641], [3.511, 3.390, -2.454], [1.178, 3.810, -2.038], [-6.282, -4.932, 1.421], [4.211, -1.608, 0.672], [0.281, 3.830, 5.428], [-3.849, 1.644, -3.226], [-1.169, 3.982, 7.098], [-2.540, 2.498, 5.503], [4.519, -2.763, -5.071], [5.133, -2.466, -1.264], [-5.046, 0.751, -4.130], [-5.629, 2.715, -5.163], [-4.183, -6.765, 2.508], [0.296, 2.308, 4.667], [-2.690, 2.196, -5.454], [-3.392, 3.997, 5.088], [-0.382, 1.913, 0.935], [3.123, -1.173, -0.748], [-1.542, 4.633, 3.699], [2.558, 4.395, 4.865], [-3.107, -0.438, 2.123], [-1.340, -0.477, 2.341], [5.555, -3.634, -3.806], [-1.752, 2.997, 3.304], [-2.563, -5.030, 2.835], [-2.815, 0.596, -6.905]], "atomic_forces_ev_per_a": [[0.283, 0.168, 1.401], [-0.003, -0.105, -0.044], [-0.113, 0.187, 0.777], [0.398, -0.095, -0.013], [0.051, -0.369, 0.109], [-1.143, -0.787, 0.097], [0.461, 0.794, -0.343], [-0.267, 0.636, 1.345], [0.557, -0.639, -0.050], [0.234, -0.567, 0.756], [1.322, 0.105, 0.382], [0.190, -0.918, -0.301], [-0.269, 0.656, 2.093], [-0.111, 1.687, 0.587], [-0.025, -0.148, -0.368], [0.281, -0.136, -0.091], [0.252, 0.366, 0.058], [0.238, 0.949, -0.148], [-1.303, -0.347, -2.566], [-0.874, -0.156, 0.709], [1.061, 0.160, 0.463], [-0.182, -1.251, 0.562], [0.785, 0.456, 1.360], [0.561, 0.024, -0.442], [1.218, 0.933, 0.748], [0.777, 0.934, 0.089], [-1.693, -0.902, 0.137], [0.285, 0.924, 1.109], [0.198, 0.514, -1.729], [0.055, 0.547, -0.164], [-0.602, -0.792, -0.893], [-0.815, -0.011, -0.149], [0.917, 0.999, -0.393], [-2.031, 0.169, 0.128], [-0.160, -0.159, -0.070], [-0.791, -0.159, 0.157], [0.130, 0.010, 0.503], [0.346, -0.065, -0.125], [-0.162, 0.200, -0.100], [-0.088, -0.271, -0.042], [0.211, -0.214, -0.094], [-0.097, -0.628, -0.553], [0.390, -0.051, -0.131], [-0.015, 0.339, 0.109], [0.148, -0.195, -0.305], [-0.111, 0.238, -0.180], [0.176, 0.172, -0.235], [-0.324, -0.085, 0.642], [-0.364, -0.146, -0.088], [0.224, 0.008, 0.285], [-0.210, -0.123, -0.117], [-0.226, 0.018, -0.343], [-0.144, -0.088, 0.111], [0.209, 0.279, 0.104], [0.099, -0.325, -0.151], [0.086, 0.189, -0.124], [0.380, -0.018, 0.226], [0.242, -0.043, -0.416], [-0.025, 0.096, -1.134], [0.289, -0.036, 0.152], [-0.032, 0.016, -0.031], [-0.066, -0.429, -0.507], [-0.070, -0.242, 0.031], [0.060, -0.212, 0.178], [-0.244, -0.290, -0.203], [-0.126, 0.024, 0.117], [-0.274, 0.355, -0.227], [0.094, 0.382, 0.090], [-0.527, -0.192, -0.262], [-0.192, -0.503, 0.116], [-0.554, -0.175, -0.266], [0.146, -0.012, 0.102], [0.379, 0.047, -0.704], [0.345, -0.158, -0.355], [-0.039, 0.097, 0.008], [0.169, 0.028, -0.548], [-0.301, -0.265, -0.073], [0.022, 0.249, -0.105], [-0.213, 0.261, 0.099], [-0.208, -0.261, 0.085], [-0.264, 0.109, 0.678], [0.875, -0.029, -0.223], [-0.401, -0.010, -0.323], [0.401, -0.377, -0.130], [0.094, -0.195, -0.055], [0.386, 0.069, 0.597], [-0.579, -0.236, -0.155], [-0.049, 0.274, 0.497], [-0.026, -0.424, -0.686], [-0.374, -0.161, -0.462], [0.220, -0.589, 0.086], [0.410, 0.175, 0.137], [0.029, 0.291, -0.187], [0.115, 0.149, -0.215], [0.161, -0.344, -0.214], [0.352, 0.230, -0.414], [-0.193, -0.327, 0.237], [-0.191, -0.117, 0.290], [-0.240, -0.132, -0.304]], "gap_ev": 10.1411, "e_tot_ev": -43836.373, "e_above_lowest_kj_mol": 0.0, "homo_ev": -9.985, "max_force_ha_per_bohr": 0.05637, "e_lumo_ev": 0.16, "smiles": "CC(N)=O.CCCCCC.CCCCCC.CCCCCC.OCCO.OCCO.OCCO"}

No. 2
{"formula": "C29H53ClN6O5Pb", "method": "ωB97M-V/def2-TZVPD", "species": ["Pb", "Cl", "O", "O", "O", "O", "O", "N", "N", "N", "N", "N", "N", "C", "C", "C", "C", "C", "C", "C", "C", "C", "C", "C", "C", "C", "C", "C", "C", "C", "C", "C", "C", "C", "C", "C", "C", "C", "C", "C", "C", "C", "H", "H", "H", "H", "H", "H", "H", "H", "H", "H", "H", "H", "H", "H", "H", "H", "H", "H", "H", "H", "H", "H", "H", "H", "H", "H", "H", "H", "H", "H", "H", "H", "H", "H", "H", "H", "H", "H", "H", "H", "H", "H", "H", "H", "H", "H", "H", "H", "H", "H", "H", "H", "H"], "positions_angstrom": [[-0.273, -25.443, 21.397], [-2.752, -24.407, 23.844], [-1.419, -23.966, 23.588], [-3.767, -23.508, 23.357], [1.714, -23.703, 21.363], [-2.746, -25.628, 23.127], [-2.865, -24.574, 25.261], [-1.968, -27.202, 20.588], [0.146, -26.195, 18.807], [-2.126, -23.881, 20.219], [1.197, -25.837, 23.751], [2.489, -23.566, 20.097], [0.967, -27.846, 21.399], [-2.835, -20.808, 17.987], [3.908, -23.951, 20.264], [-2.746, -27.081, 19.742], [3.072, -28.609, 17.257], [2.819, -23.952, 26.919], [0.492, -28.930, 21.212], [-5.542, -25.759, 19.913], [-5.231, -27.031, 19.138], [0.618, -22.220, 18.940], [-2.883, -23.014, 20.119], [2.141, -22.354, 19.290], [4.636, -23.919, 18.895], [2.274, -31.237, 20.366], [3.690, -24.994, 26.204], [2.560, -20.999, 19.839], [2.229, -25.508, 24.180], [2.133, -27.830, 16.344], [-3.715, -26.940, 18.663], [1.028, -31.365, 21.212], [-0.076, -30.278, 20.920], [-3.832, -21.886, 20.069], [-3.138, -20.653, 19.471], [4.730, -23.093, 21.257], [4.368, -22.739, 18.027], [2.852, -22.495, 17.904], [0.934, -26.244, 17.915], [3.988, -25.447, 20.694], [1.901, -26.369, 16.786], [3.515, -25.162, 24.668], [-5.442, -27.843, 19.834], [2.844, -30.356, 20.662], [2.548, -27.812, 15.337], [2.268, -20.157, 19.212], [5.717, -23.916, 19.038], [-5.943, -27.085, 18.315], [4.009, -28.082, 17.439], [-2.150, -20.629, 19.932], [4.890, -21.938, 18.550], [3.810, -24.219, 24.208], [2.858, -22.991, 26.406], [4.711, -24.633, 26.332], [3.316, -29.594, 16.857], [0.229, -23.063, 18.369], [3.421, -26.222, 20.178], [-3.738, -20.937, 17.390], [-4.633, -22.211, 19.405], [-5.149, -24.921, 19.337], [3.631, -20.847, 19.970], [0.555, -32.312, 20.952], [2.715, -21.573, 17.339], [-2.220, -21.672, 17.737], [1.131, -28.251, 16.254], [3.754, -25.955, 26.714], [1.319, -31.446, 22.259], [2.079, -20.855, 20.807], [5.576, -22.561, 20.822], [4.203, -22.229, 21.661], [3.082, -23.879, 27.975], [2.819, -25.843, 17.047], [-4.215, -21.805, 21.086], [5.140, -23.631, 22.111], [3.637, -25.482, 21.726], [-3.619, -19.709, 19.726], [-4.970, -25.619, 20.830], [-0.940, -30.312, 21.584], [-3.489, -26.177, 17.918], [1.989, -31.026, 19.336], [0.023, -22.170, 19.851], [-3.678, -27.856, 18.075], [2.614, -28.731, 18.238], [2.506, -23.338, 17.307], [4.311, -25.764, 24.229], [1.768, -24.228, 27.000], [0.433, -21.384, 18.265], [5.025, -25.776, 20.631], [-2.427, -19.898, 17.547], [3.027, -32.003, 20.553], [1.378, -25.894, 15.956], [4.417, -24.861, 18.393], [-6.625, -25.702, 20.017], [-0.398, -30.402, 19.886], [4.790, -22.912, 17.037]], "atomic_forces_ev_per_a": [[1.396, 1.770, 1.145], [0.879, 0.594, 1.333], [1.854, 2.396, -0.576], [0.115, -0.034, -0.202], [0.551, -0.162, -1.768], [-1.822, -2.744, -1.123], [-0.810, -0.285, -0.092], [-1.384, -0.540, -0.993], [3.352, -0.068, -3.920], [-0.825, 0.817, -0.392], [1.910, 0.655, 0.857], [-1.469, -0.402, 0.212], [-1.929, -5.138, -0.776], [-0.987, 0.272, -0.762], [-0.084, -0.288, -0.646], [0.440, 0.305, 0.487], [-0.397, 0.015, 0.335], [-0.714, -0.730, -0.090], [1.833, 4.324, -0.107], [0.165, 0.515, -0.498], [0.989, 1.666, 0.984], [0.464, -0.956, 0.516], [0.524, -0.621, 0.360], [0.190, -0.303, -1.475], [0.039, -0.810, 0.110], [0.345, 1.429, 0.299], [0.703, 0.185, 0.016], [0.132, 0.534, 0.960], [-2.970, -1.266, -1.257], [0.222, 0.367, 0.134], [-1.762, -2.214, -0.461], [-0.786, -0.510, -0.049], [1.564, 0.373, 1.084], [0.231, -0.553, -0.480], [1.197, -0.365, 0.263], [0.040, 0.937, 0.563], [-0.843, 0.296, 0.377], [1.130, 0.042, 0.474], [-2.385, -0.085, 3.347], [-0.032, 0.594, 1.007], [-0.894, -0.231, 0.234], [1.633, 1.305, 0.853], [0.503, -0.472, -0.391], [-0.164, 0.442, 0.113], [-0.002, 0.158, -0.051], [-0.352, -0.159, -0.255], [0.098, -0.389, 0.429], [0.483, -0.222, -0.313], [0.029, 0.127, -0.222], [0.022, 0.355, 0.365], [-0.101, 0.597, -0.518], [-0.517, 0.495, -0.045], [0.149, 0.053, 0.208], [0.227, 0.087, -0.241], [-0.092, 0.013, -0.005], [0.246, -0.504, 0.127], [-0.423, 0.567, -0.577], [-0.411, -0.176, 0.126], [-0.304, 0.034, 0.121], [-0.544, 0.309, -0.384], [0.085, -0.383, 0.108], [-0.115, -0.140, 0.142], [-0.326, 0.016, -0.099], [0.296, 0.125, 0.300], [0.131, -0.487, 0.076], [-0.660, -0.126, -0.029], [-0.339, 0.329, 0.108], [0.061, 0.048, 0.160], [0.303, -0.414, -0.517], [-0.685, -0.411, 0.183], [0.548, 0.294, -0.133], [-0.085, 0.101, -0.056], [-0.007, 0.317, 0.002], [-0.120, -0.272, -0.014], [0.150, -0.227, 0.131], [-0.298, -0.230, -0.145], [-0.391, -0.593, 0.432], [-0.059, -0.544, -0.057], [-0.066, 0.488, 0.629], [0.370, -0.669, -0.273], [0.011, 0.300, -0.016], [0.759, -0.268, -0.125], [-0.027, -0.151, 0.109], [-0.614, -0.060, 0.104], [-0.299, -0.774, 0.239], [-0.150, -0.168, -0.517], [0.233, 0.407, 0.361], [0.214, 0.116, 0.256], [0.499, -0.068, 0.285], [-0.523, -0.539, -0.546], [0.301, 0.449, -0.057], [-0.231, -0.101, -0.286], [0.153, 0.454, 0.488], [0.010, 0.488, 0.010], [0.218, 0.292, -0.023]], "gap_ev": 6.1538, "e_tot_ev": -67869.442, "e_above_lowest_kj_mol": 0.0, "homo_ev": -6.010, "max_force_ha_per_bohr": 0.10779, "e_lumo_ev": 0.14}

No. 3
{"formula": "C4H8O2", "method": "ωB97M-V/def2-TZVPD", "species": ["O", "O", "C", "C", "C", "C", "H", "H", "H", "H", "H", "H", "H", "H"], "positions_angstrom": [[0.208, 1.209, 1.426], [2.131, -0.545, 0.968], [-0.779, 0.356, -0.619], [-1.159, -1.052, -0.137], [0.466, 0.915, 0.084], [1.581, -0.104, -0.016], [0.868, 0.713, 1.941], [-1.845, -1.017, 0.713], [-1.630, -1.633, -0.935], [-0.601, 0.364, -1.703], [0.801, 1.820, -0.453], [-0.281, -1.621, 0.195], [1.839, -0.462, -1.032], [-1.598, 1.059, -0.434]], "atomic_forces_ev_per_a": [[0.063, -0.061, 0.138], [-0.157, 0.242, -0.502], [-0.047, 0.006, -0.063], [-0.021, -0.087, 0.055], [0.010, -0.100, -0.216], [0.167, -0.127, 0.353], [-0.097, 0.073, 0.010], [0.103, 0.024, -0.114], [-0.026, 0.132, 0.133], [0.039, -0.045, 0.173], [-0.037, -0.110, 0.088], [-0.168, 0.061, -0.089], [0.034, 0.083, 0.105], [0.136, -0.090, -0.072]], "gap_ev": 11.2871, "e_tot_ev": -8372.205, "e_above_lowest_kj_mol": 103.9, "homo_ev": -10.423, "max_force_ha_per_bohr": 0.01127, "e_lumo_ev": 0.86, "smiles": "CC[C@@H](O)C=O"}